No. 1
{"formula": "C6H8O6Sr", "method": "ωB97M-V/def2-TZVPD", "elements": ["O", "C", "O", "O", "C", "C", "C", "C", "Sr", "H", "H", "H", "H", "H", "H", "O", "C", "O", "H", "O", "H"], "positions_angstrom": [[-3.513, 1.613, 0.433], [-2.617, 0.776, 0.136], [-1.549, 1.191, -0.428], [-2.812, -0.482, 0.436], [-1.865, -1.474, 0.001], [-0.508, -1.248, 0.585], [0.618, -1.362, -0.121], [1.961, -1.149, 0.489], [-2.767, 3.450, -0.552], [-1.838, -1.498, -1.096], [-2.288, -2.419, 0.364], [-0.475, -0.970, 1.643], [0.593, -1.629, -1.181], [2.609, -2.025, 0.391], [1.905, -0.841, 1.539], [2.730, -0.114, -0.212], [2.304, 1.052, -0.482], [3.222, 1.923, -0.692], [2.822, 2.825, -0.717], [1.123, 1.508, -0.309], [0.347, 0.874, -0.226]], "nbo_charge": [-0.86, 1.00, -0.90, -0.45, -0.12, -0.15, -0.28, -0.11, 1.91, 0.21, 0.25, 0.23, 0.24, 0.26, 0.22, -0.41, 1.07, -0.56, 0.53, -0.67, 0.58], "lumo_ev": -7.937, "spin_multiplicity": 1, "de_lowest_ev": 0.000, "e_homo_ha": -0.621, "total_charge": 2}



No. 2
{"formula": "C6H8O6V", "method": "ωB97M-V/def2-TZVPD", "elements": ["O", "O", "C", "C", "C", "H", "H", "H", "H", "H", "C", "C", "O", "C", "O", "O", "O", "H", "H", "H", "V"], "positions_angstrom": [[-2.376, -0.416, -0.670], [-2.180, 1.242, 0.727], [-1.648, 0.613, -0.220], [-2.608, -0.512, -2.078], [-2.914, -1.949, -2.436], [-3.457, 0.139, -2.334], [-1.724, -0.144, -2.616], [-3.804, -2.307, -1.901], [-3.110, -2.023, -3.515], [-2.068, -2.608, -2.194], [2.043, 1.136, 1.047], [2.732, 1.246, 2.423], [3.295, -0.047, 2.664], [3.264, -0.782, 1.548], [2.660, -0.147, 0.563], [3.660, -1.921, 1.500], [0.652, 0.942, 1.066], [2.509, 1.858, 0.350], [2.003, 1.461, 3.213], [3.537, 1.992, 2.440], [-0.466, 2.229, 0.423]], "lowdin_spin": [0.00, 0.11, 0.05, 0.00, 0.00, 0.00, 0.00, 0.00, 0.00, 0.00, 0.06, 0.02, 0.00, 0.00, 0.01, 0.00, 0.14, 0.03, 0.01, 0.00, 3.56], "lumo_ev": [3.274, 3.292], "spin_multiplicity": 5, "e_homo_ha": [-0.050, -0.189], "s_squared": 6.009, "total_charge": -1}



No. 3
{"formula": "C6H8O7", "method": "ωB97M-V/def2-TZVPD", "elements": ["O", "C", "C", "O", "O", "C", "O", "C", "O", "C", "O", "C", "O", "H", "H", "H", "H", "H", "H", "H", "H"], "positions_angstrom": [[-0.732, -2.598, -0.036], [-1.585, -1.563, -0.220], [-1.201, -0.281, 0.777], [-0.962, -0.845, 2.123], [-2.187, 0.615, 0.777], [0.165, 0.413, 0.221], [0.994, -0.308, -0.570], [1.959, 0.493, -1.026], [2.887, 0.062, -1.858], [1.883, 1.730, -0.476], [2.606, 2.941, -0.577], [0.637, 1.667, 0.294], [-0.045, 2.651, 0.930], [0.008, -2.444, -0.565], [-1.694, -1.144, -1.253], [-2.536, -1.861, 0.033], [-1.343, -1.742, 2.091], [-2.587, 0.741, 1.618], [2.814, -0.916, -2.040], [3.555, 2.769, -0.478], [0.598, 3.390, 1.138]], "nbo_charge": [-0.70, -0.10, 0.50, -0.73, -0.71, 0.11, -0.45, 0.52, -0.66, 0.06, -0.69, 0.21, -0.66, 0.48, 0.17, 0.17, 0.48, 0.50, 0.50, 0.49, 0.49], "lumo_ev": 0.289, "spin_multiplicity": 1, "de_lowest_ev": 0.400, "e_homo_ha": -0.289, "smiles": "OCC(O)(O)c1oc(O)c(O)c1O"}



No. 4
{"formula": "C6H8OS", "method": "ωB97M-V/def2-TZVPD", "elements": ["C", "C", "C", "C", "C", "C", "O", "S", "H", "H", "H", "H", "H", "H", "H", "H"], "positions_angstrom": [[1.008, -0.880, -0.421], [0.528, 0.096, -1.391], [0.514, -0.790, 0.831], [-0.340, 0.985, -0.952], [0.929, -1.640, 1.923], [-1.335, 1.905, -1.482], [-1.779, 0.416, 1.436], [-0.371, 0.752, 1.067], [1.686, -1.535, -0.702], [0.828, 0.190, -2.431], [0.942, -2.760, 1.896], [0.172, -1.583, 2.750], [1.941, -1.449, 2.235], [-1.434, 1.756, -2.556], [-1.030, 2.929, -1.172], [-2.258, 1.607, -1.032]], "nbo_charge": [-0.17, -0.29, -0.22, -0.03, -0.68, -0.68, -0.96, 1.18, 0.20, 0.22, 0.24, 0.24, 0.23, 0.23, 0.23, 0.25], "lumo_ev": 0.267, "spin_multiplicity": 1, "de_lowest_ev": 2.787, "e_homo_ha": -0.314}



No. 5
{"formula": "C6H8OS", "method": "ωB97M-V/def2-TZVPD", "elements": ["C", "C", "C", "S", "C", "O", "C", "C", "H", "H", "H", "H", "H", "H", "H", "H"], "positions_angstrom": [[-3.210, 0.805, -0.066], [-1.964, 1.549, -0.226], [-0.813, 1.967, -0.120], [0.672, 2.894, -0.040], [1.831, 1.391, 0.405], [3.101, 1.194, -0.074], [2.102, 0.264, -0.515], [2.128, -1.126, 0.042], [-3.117, -0.221, 0.528], [-3.613, 0.703, -1.087], [-3.943, 1.432, 0.684], [1.562, 1.096, 1.487], [1.711, 0.269, -1.482], [2.834, -1.014, 0.758], [2.446, -1.767, -0.814], [1.220, -1.316, 0.401]], "nbo_charge": [-0.69, -0.02, -0.24, 0.23, 0.00, -0.46, 0.06, -0.63, 0.25, 0.24, 0.24, 0.19, 0.19, 0.22, 0.21, 0.22], "lumo_ev": 0.756, "spin_multiplicity": 1, "de_lowest_ev": 4.471, "e_homo_ha": -0.314, "smiles": "CC#CS[C@@H]1O[C@H]1C"}



No. 6
{"formula": "C6H8OS", "method": "ωB97M-V/def2-TZVPD", "elements": ["C", "C", "C", "O", "C", "C", "C", "S", "H", "H", "H", "H", "H", "H", "H", "H"], "positions_angstrom": [[-0.923, -0.786, -1.355], [-0.481, -0.156, -0.124], [-1.618, 0.013, 0.860], [-2.782, -0.199, 0.521], [0.785, -0.598, 0.590], [1.789, 0.489, 0.559], [1.436, 1.708, 0.164], [-0.115, 1.874, -0.551], [-1.574, -1.731, -1.322], [-0.060, -1.246, -1.877], [-1.374, -0.057, -2.128], [-1.308, 0.313, 1.841], [0.905, -1.697, 0.252], [0.451, -0.645, 1.614], [2.789, 0.102, 0.663], [2.079, 2.616, 0.294]], "nbo_charge": [-0.68, -0.07, 0.39, -0.52, -0.48, -0.23, -0.38, 0.20, 0.25, 0.22, 0.25, 0.12, 0.24, 0.22, 0.22, 0.25], "lumo_ev": 0.063, "spin_multiplicity": 1, "de_lowest_ev": 2.029, "e_homo_ha": -0.307, "smiles": "C[C@@]1(C=O)CC=CS1"}



No. 7
{"formula": "C6H8S", "method": "ωB97M-V/def2-TZVPD", "elements": ["C", "C", "S", "C", "C", "C", "C", "H", "H", "H", "H", "H", "H", "H", "H"], "positions_angstrom": [[1.934, 1.511, -0.142], [1.126, 0.516, 0.150], [1.578, -1.255, 0.093], [-0.200, -1.844, -0.019], [-0.855, -0.552, -0.441], [-1.712, 0.577, 0.013], [-0.316, 0.454, 0.542], [2.970, 1.366, -0.468], [1.616, 2.549, -0.054], [-0.244, -2.651, -0.760], [-0.539, -2.217, 0.952], [-0.491, -0.290, -1.427], [-2.480, 0.491, 0.782], [-2.008, 1.298, -0.768], [-0.380, 0.046, 1.547]], "nbo_charge": [-0.43, -0.09, 0.17, -0.48, -0.25, -0.35, -0.30, 0.21, 0.21, 0.23, 0.22, 0.21, 0.23, 0.23, 0.21], "lumo_ev": 0.983, "spin_multiplicity": 1, "de_lowest_ev": 2.732, "e_homo_ha": -0.308, "smiles": "C=C1SC[C@H]2C[C@H]12"}



No. 8
{"formula": "C6H9B", "method": "ωB97M-V/def2-TZVPD", "elements": ["C", "C", "C", "C", "B", "C", "C", "H", "H", "H", "H", "H", "H", "H", "H", "H"], "positions_angstrom": [[2.467, -0.983, -0.582], [1.229, -0.758, -0.179], [0.841, 0.368, 0.585], [-0.314, 1.151, -0.110], [-1.666, 0.323, -0.081], [-2.742, -0.483, 0.664], [-3.024, 0.034, -0.609], [3.282, -0.272, -0.482], [2.968, -1.872, -1.104], [0.511, -1.577, -0.357], [1.757, 1.000, 0.625], [0.496, 0.240, 1.575], [-0.024, 1.746, -1.015], [-0.614, 1.983, 0.635], [-3.274, -0.953, 1.345], [-3.902, 0.166, -1.057]], "nbo_charge": [-0.39, -0.19, -0.43, -0.72, 0.56, -0.34, -0.38, 0.18, 0.20, 0.20, 0.20, 0.22, 0.24, 0.24, 0.20, 0.20], "lumo_ev": 0.777, "spin_multiplicity": 1, "de_lowest_ev": 1.989, "e_homo_ha": -0.349, "smiles": "C=CCCB1C=C1"}